# C22H30Br2F7N2O8S2

A 3-piece molecular cluster, C22H30Br2F7N2O8S2 overall at a distorted geometry (ωB97M-V with the def2-TZVPD basis set, the OMol25 dataset).

## Properties
Charge: +1
HOMO-LUMO gap, eV: 6.6
DFT total energy, Eh: -8210.66307

Geometry as XYZ:
```
73
C22H30Br2F7N2O8S2 (ωB97M-V with the def2-TZVPD basis set)
O -3.7245 -1.2754 1.0533
C -3.2894 -0.1859 0.5875
Br -2.1605 0.8997 1.7864
C -3.7118 0.2374 -0.9236
C -2.4704 0.6883 -1.8219
C -2.1018 2.1519 -1.9482
C -3.0026 3.1907 -1.0816
C -4.3572 3.5400 -1.8874
C -5.6020 3.7265 -0.8908
F -6.6359 2.7585 -1.1727
N -1.1107 2.7833 -2.6887
N -0.3926 1.8816 -3.3646
C 0.6409 2.6455 -4.1847
C 1.8230 3.0281 -3.1581
O 2.3019 2.2848 -2.2853
Br 2.5420 4.8961 -3.2752
C -0.4936 0.4747 -3.3762
C 0.5536 -0.3523 -4.2476
F 0.2215 -0.1391 -5.6355
F 0.5426 -1.7492 -4.0959
F 1.9233 -0.0124 -3.9803
C -1.5667 -0.3000 -2.6049
C -1.8893 -1.8442 -2.5226
C -0.8368 -2.6084 -1.5321
C -1.4855 -3.0750 -0.1541
F -0.9559 -2.5129 1.0588
C -2.5135 -4.0249 -0.0002
F -2.9081 -4.4062 1.3063
F -3.2296 -4.6315 -1.0638
H -4.2224 -0.7105 -1.3498
H -4.5651 1.0207 -0.8869
H -3.2319 2.8014 -0.0329
H -2.4417 4.1933 -0.9339
H -4.2153 4.5186 -2.4785
H -4.5470 2.7270 -2.6914
H -6.0868 4.7662 -0.9519
H -5.2595 3.5937 0.1978
H 0.2168 3.6596 -4.5494
H 0.9755 2.1062 -5.1243
H -2.9375 -2.1244 -2.1762
H -1.7564 -2.3436 -3.5593
H 0.1136 -1.9770 -1.3436
H -0.4531 -3.5677 -2.0531
O 4.0944 -3.8639 -2.0846
S 3.3000 -4.1240 -0.9126
O 2.0321 -3.4734 -0.6939
O 4.2196 -3.9255 0.4016
C 4.9209 -2.6929 0.5645
C 4.0030 -1.5891 1.0559
C 3.0706 -5.8726 -0.7581
H 5.4221 -2.4064 -0.3645
H 5.7002 -2.8688 1.3099
H 3.2700 -1.3188 0.2921
H 4.5766 -0.6938 1.3057
H 3.4460 -1.9134 1.9385
H 4.0362 -6.3658 -0.8646
H 2.3956 -6.1940 -1.5518
H 2.6295 -6.0859 0.2153
O -0.0186 2.3995 4.2402
S 0.5976 1.3936 5.0711
O 0.2344 1.2186 6.4512
O 2.2048 1.5411 4.9700
C 2.7922 2.8125 5.2469
C 2.8743 3.0766 6.7386
C 0.4685 -0.1726 4.2536
H 2.2487 3.6108 4.7332
H 3.8026 2.7913 4.8308
H 1.8789 3.2021 7.1705
H 3.4464 3.9853 6.9381
H 3.3470 2.2374 7.2546
H 0.7985 -0.0604 3.2210
H -0.5767 -0.4819 4.2814
H 1.0854 -0.8986 4.7824
```

How is the electron density shared among the atoms? According to Löwdin, the charges in e are: number 1, O, carries -0.0168; number 2, C, carries -0.6681; number 3, Br, carries 0.7975; number 4, C, carries -0.0672; number 5, C, carries 0.0030; number 6, C, carries -0.0993; number 7, C, carries -0.1387; number 8, C, carries -0.1589; number 9, C, carries -0.1561; number 10, F, carries -0.1060; number 11, N, carries 0.1949; number 12, N, carries -0.0595; number 13, C, carries -0.0631; number 14, C, carries -0.6798; number 15, O, carries 0.0083; number 16, Br, carries 0.7022; number 17, C, carries 0.0791; number 18, C, carries -0.3096; number 19, F, carries 0.0717; number 20, F, carries 0.1087; number 21, F, carries 0.0902; number 22, C, carries 0.0396; number 23, C, carries -0.1014; number 24, C, carries -0.0910; number 25, C, carries -0.1256; number 26, F, carries -0.0080; number 27, C, carries -0.1401; number 28, F, carries 0.0679; number 29, F, carries 0.0589; number 30, H, carries 0.1402; number 31, H, carries 0.1311; number 32, H, carries 0.0601; number 33, H, carries 0.1378; number 34, H, carries 0.1246; number 35, H, carries 0.1273; number 36, H, carries 0.1333; number 37, H, carries 0.1246; number 38, H, carries 0.1407; number 39, H, carries 0.1435; number 40, H, carries 0.1173; number 41, H, carries 0.1399; number 42, H, carries 0.1225; number 43, H, carries 0.1371; number 44, O, carries -0.2732; number 45, S, carries 0.6092; number 46, O, carries -0.3016; number 47, O, carries -0.2575; number 48, C, carries -0.2613; number 49, C, carries -0.0745; number 50, C, carries -0.1142; number 51, H, carries 0.1184; number 52, H, carries 0.1274; number 53, H, carries 0.0643; number 54, H, carries 0.0834; number 55, H, carries 0.0830; number 56, H, carries 0.0800; number 57, H, carries 0.0776; number 58, H, carries 0.0783; number 59, O, carries -0.3142; number 60, S, carries 0.5955; number 61, O, carries -0.2687; number 62, O, carries -0.2659; number 63, C, carries -0.2695; number 64, C, carries -0.0725; number 65, C, carries -0.1407; number 66, H, carries 0.1148; number 67, H, carries 0.1228; number 68, H, carries 0.0732; number 69, H, carries 0.0831; number 70, H, carries 0.0872; number 71, H, carries 0.0617; number 72, H, carries 0.0628; number 73, H, carries 0.0783

=====

# C22H30Cl13INO6PS

A 7-piece molecular cluster, C22H30Cl13INO6PS overall at a distorted geometry (ωB97M-V with the def2-TZVPD basis set, the OMol25 dataset).

## Properties
Charge: 0
HOMO-LUMO gap, eV: 8.3
DFT total energy, Eh: -8382.37010

Geometry as XYZ:
```
75
C22H30Cl13INO6PS (ωB97M-V with the def2-TZVPD basis set)
C -3.2401 2.2687 1.4101
C -3.6214 0.8868 1.0031
O -3.8970 0.0419 1.7995
O -3.7049 0.6212 -0.3459
C -2.5600 -0.0828 -0.8698
C -1.2924 0.7493 -0.7648
C -0.3458 0.3982 0.3965
C 0.9923 1.0675 0.1508
C 1.0524 2.4319 -0.1520
C 2.2738 3.0541 -0.4182
Cl 2.2140 4.7503 -0.7457
C 3.4903 2.3463 -0.4057
C 4.8290 2.9786 -0.7325
C 5.1760 2.7048 -2.2138
C 4.6224 3.7534 -3.1686
I 7.2707 2.3767 -2.4906
C 3.4010 0.9973 -0.0698
C 2.1968 0.3647 0.1945
C 2.4468 -1.0662 0.4822
O 1.6650 -1.9241 0.7238
N 3.8638 -1.2422 0.3701
P 4.5653 -2.3515 1.4509
O 6.1222 -2.1799 1.2762
O 4.2051 -1.7006 2.8629
S 3.9813 -4.1828 1.3349
C 4.4974 0.0031 0.0650
O 5.6606 0.1521 -0.0409
H -3.3039 2.3398 2.4859
H -3.8412 3.0328 0.9280
H -2.2087 2.4881 1.1540
H -2.7796 -0.2144 -1.9222
H -2.4629 -1.0624 -0.4089
H -0.7099 0.6550 -1.6789
H -1.5827 1.7908 -0.7233
H -0.2112 -0.6683 0.4975
H -0.7577 0.7628 1.3369
H 0.1546 3.0230 -0.1799
H 5.5847 2.5630 -0.0830
H 4.7308 4.0486 -0.6009
H 4.7014 1.7643 -2.4671
H 5.1766 3.8000 -4.0964
H 3.5961 3.4929 -3.4214
H 4.5782 4.7233 -2.6893
H 6.4936 -3.0324 1.5505
H 3.8168 -2.4193 3.3838
Cl -1.6815 -3.4945 2.0732
C -0.3836 -4.1713 1.0736
Cl -0.1479 -5.8993 1.3499
H -0.6401 -4.0235 0.0312
H 0.5383 -3.6559 1.3112
Cl -3.8845 2.1807 -4.7670
C -4.1003 2.7480 -3.1054
Cl -2.7335 3.7478 -2.5726
H -4.9988 3.3469 -3.0568
H -4.1778 1.8910 -2.4527
Cl -1.2383 0.6569 4.2541
C -2.1098 1.6318 5.4406
Cl -1.5555 3.3112 5.4548
H -3.1633 1.6168 5.1873
H -1.9497 1.2040 6.4224
Cl 4.2041 -7.9728 -2.1783
C 3.7592 -6.3112 -1.7631
Cl 2.2517 -6.2342 -0.8488
H 4.5469 -5.8826 -1.1541
H 3.6385 -5.7483 -2.6806
Cl -4.7424 -6.8640 0.4403
C -4.8070 -5.1187 0.7148
Cl -6.2289 -4.6501 1.6561
H -3.9190 -4.8207 1.2574
H -4.8503 -4.6198 -0.2457
Cl -6.2724 1.7689 -0.7369
C -7.8022 2.5810 -1.1048
Cl -7.8600 3.1931 -2.7637
H -8.6075 1.8682 -0.9779
H -7.9239 3.4162 -0.4261
```

How is the electron density shared among the atoms? According to Löwdin, the charges in e are: number 1, C, carries 0.0201; number 2, C, carries -0.5618; number 3, O, carries 0.1329; number 4, O, carries -0.1363; number 5, C, carries -0.1390; number 6, C, carries -0.1651; number 7, C, carries -0.1069; number 8, C, carries -0.1107; number 9, C, carries -0.0238; number 10, C, carries -0.5453; number 11, Cl, carries 0.7528; number 12, C, carries -0.1477; number 13, C, carries -0.2131; number 14, C, carries -0.7894; number 15, C, carries -0.1675; number 16, I, carries 0.8443; number 17, C, carries -0.0232; number 18, C, carries -0.0164; number 19, C, carries -0.3679; number 20, O, carries 0.1021; number 21, N, carries -0.0074; number 22, P, carries 0.1737; number 23, O, carries -0.1528; number 24, O, carries -0.1589; number 25, S, carries 0.3561; number 26, C, carries -0.3660; number 27, O, carries 0.1458; number 28, H, carries 0.0721; number 29, H, carries 0.0849; number 30, H, carries 0.0723; number 31, H, carries 0.1230; number 32, H, carries 0.1227; number 33, H, carries 0.1286; number 34, H, carries 0.0611; number 35, H, carries 0.1001; number 36, H, carries 0.0877; number 37, H, carries 0.1073; number 38, H, carries 0.0832; number 39, H, carries 0.0829; number 40, H, carries 0.0674; number 41, H, carries 0.0519; number 42, H, carries 0.0767; number 43, H, carries 0.0613; number 44, H, carries 0.0784; number 45, H, carries 0.0685; number 46, Cl, carries 0.5392; number 47, C, carries -1.0220; number 48, Cl, carries 0.5012; number 49, H, carries 0.0307; number 50, H, carries -0.0180; number 51, Cl, carries 0.5143; number 52, C, carries -1.0468; number 53, Cl, carries 0.5201; number 54, H, carries -0.0245; number 55, H, carries -0.0383; number 56, Cl, carries 0.5306; number 57, C, carries -1.0204; number 58, Cl, carries 0.5010; number 59, H, carries 0.0235; number 60, H, carries 0.0248; number 61, Cl, carries 0.5011; number 62, C, carries -1.0354; number 63, Cl, carries 0.4631; number 64, H, carries -0.0084; number 65, H, carries 0.0245; number 66, Cl, carries 0.4978; number 67, C, carries -1.0407; number 68, Cl, carries 0.4982; number 69, H, carries -0.0413; number 70, H, carries 0.0237; number 71, Cl, carries 0.6359; number 72, C, carries -0.9773; number 73, Cl, carries 0.5311; number 74, H, carries 0.0265; number 75, H, carries 0.0272

=====

# C22H30Cl5OP2PtS

C22H30Cl5OP2PtS as an isolated structure (ωB97M-V with the def2-TZVPD basis set, the OMol25 dataset).

## Properties
Charge: +3
HOMO-LUMO gap (spin up / spin down), eV: 7.9 / 5.3
DFT total energy, Eh: -4431.64125
⟨S²⟩: 6.023
Spin multiplicity: 5

Geometry as XYZ:
```
62
C22H30Cl5OP2PtS (ωB97M-V with the def2-TZVPD basis set)
Pt -0.1189 -0.0206 -0.9477
C 2.8238 -1.7302 -2.3782
P 1.5194 -1.8171 -1.1346
C 2.3471 -2.1603 0.4341
C 0.5034 -3.2751 -1.4849
C 1.1438 -4.5104 -1.5736
C 0.4040 -5.6707 -1.7402
C -0.9809 -5.6089 -1.8171
C -1.6263 -4.3831 -1.7587
C -0.8915 -3.2087 -1.6001
P -1.7966 -1.6391 -1.6158
C -3.1705 -1.7773 -0.4553
C -2.5184 -1.5195 -3.2661
H 3.4532 -2.6182 -2.3003
H 3.4432 -0.8515 -2.1997
H 2.4007 -1.6711 -3.3806
H 2.8419 -3.1311 0.3767
H 1.6158 -2.1771 1.2405
H 3.0938 -1.3898 0.6291
H 2.2230 -4.5786 -1.5028
H 0.9097 -6.6246 -1.8088
H -1.5618 -6.5155 -1.9210
H -2.7059 -4.3536 -1.8461
H -3.8725 -2.5367 -0.8033
H -3.6949 -0.8230 -0.3982
H -2.8008 -2.0455 0.5338
H -3.0912 -2.4320 -3.4435
H -1.7421 -1.4359 -4.0258
H -3.1857 -0.6599 -3.3333
C -2.5826 1.6736 3.8414
C -1.1851 1.6231 4.4508
C -0.2845 0.5974 3.7756
S 0.0928 1.0995 2.0595
O -0.1591 -0.2015 1.2289
C 1.8968 1.2571 2.1042
C 2.3355 2.6777 2.4511
C 1.9204 3.7055 1.3997
H -3.1806 2.4621 4.2927
H -3.1044 0.7278 3.9955
H -2.5341 1.8598 2.7633
H -1.2615 1.3330 5.5003
H -0.7198 2.6118 4.4519
H -0.7852 -0.3662 3.6622
H 0.6716 0.4703 4.2813
H 2.1974 0.9873 1.0870
H 2.2806 0.5145 2.8040
H 3.4221 2.6686 2.5419
H 1.9509 2.9619 3.4337
H 2.3544 3.4545 0.4261
H 2.2715 4.6975 1.6770
H 0.8328 3.7529 1.2910
Cl -2.3741 2.0729 -0.1454
C -1.1101 2.7939 -1.0274
C -0.0785 1.9933 -1.4795
C 0.9122 2.6215 -2.2342
Cl 2.1999 1.7006 -2.8196
C 0.8807 4.0376 -2.5294
Cl 2.0961 4.7191 -3.4529
C -0.1556 4.8251 -2.0398
Cl -0.2078 6.4860 -2.3599
C -1.1577 4.2188 -1.2748
Cl -2.3998 5.1283 -0.6350
```

How is the electron density shared among the atoms? According to Löwdin, the charges in e are: number 1, Pt, carries 0.9542; number 2, C, carries -0.2243; number 3, P, carries 0.8170; number 4, C, carries -0.2051; number 5, C, carries -0.3708; number 6, C, carries -0.0572; number 7, C, carries -0.0081; number 8, C, carries -0.0077; number 9, C, carries -0.0564; number 10, C, carries -0.3735; number 11, P, carries 0.8055; number 12, C, carries -0.2067; number 13, C, carries -0.1948; number 14, H, carries 0.0729; number 15, H, carries 0.0342; number 16, H, carries 0.0677; number 17, H, carries 0.0724; number 18, H, carries 0.0538; number 19, H, carries 0.0601; number 20, H, carries 0.1173; number 21, H, carries 0.1341; number 22, H, carries 0.1341; number 23, H, carries 0.1175; number 24, H, carries 0.0719; number 25, H, carries 0.0472; number 26, H, carries 0.0677; number 27, H, carries 0.0738; number 28, H, carries 0.0666; number 29, H, carries 0.0671; number 30, C, carries -0.0911; number 31, C, carries -0.2757; number 32, C, carries -0.2819; number 33, S, carries 0.9823; number 34, O, carries -0.6802; number 35, C, carries -0.3305; number 36, C, carries -0.2561; number 37, C, carries -0.0932; number 38, H, carries 0.0925; number 39, H, carries 0.0903; number 40, H, carries 0.0249; number 41, H, carries 0.1316; number 42, H, carries 0.1140; number 43, H, carries 0.1110; number 44, H, carries 0.1046; number 45, H, carries 0.0774; number 46, H, carries 0.1058; number 47, H, carries 0.1303; number 48, H, carries 0.1202; number 49, H, carries 0.0746; number 50, H, carries 0.0949; number 51, H, carries 0.0560; number 52, Cl, carries 0.8127; number 53, C, carries -0.6689; number 54, C, carries -0.3735; number 55, C, carries -0.6635; number 56, Cl, carries 0.8428; number 57, C, carries -0.6642; number 58, Cl, carries 0.8978; number 59, C, carries -0.7060; number 60, Cl, carries 0.8355; number 61, C, carries -0.6562; number 62, Cl, carries 0.9113